Record 1
105
Properties=species:S:1:pos:R:3:forces:R:3:mulliken_spin:R:1 method="wB97M-V/def2-TZVPD" s_squared=2.0034 gap_ev="7.982 / 7.946" e_tot_ev=-120836.28969 spin_multiplicity=3
Ni -0.80462 -1.78887 -2.10194 0.034 1.412 0.938 1.86
O -1.63270 -0.21422 -0.80395 0.809 0.595 -1.434 0.06
C -0.44762 0.08570 -0.08274 0.052 -3.313 1.249 -0.02
C 0.97286 -0.24439 -0.74477 -1.133 1.988 -0.168 -0.01
O 1.14762 -1.36024 -1.55652 -1.833 -0.515 0.480 0.06
H -0.54203 -0.66399 0.70285 0.631 -0.325 1.054 0.00
H -0.47154 0.99385 0.51957 0.293 0.843 -0.602 0.01
H 1.73614 -0.17818 0.03055 -0.015 -0.123 0.504 0.01
H 1.06894 0.70283 -1.27546 0.767 0.287 -0.977 0.00
C -1.81139 -3.83068 0.24039 0.383 -1.129 -2.250 0.00
O -1.47259 -3.44489 -0.89432 0.252 -0.099 0.029 0.02
N -2.09332 -5.10108 0.50538 -0.152 -1.830 -0.257 0.00
N -1.99237 -3.03631 1.24322 0.325 2.334 1.322 0.00
H -2.39959 -5.35171 1.43462 0.018 -0.293 -0.531 0.00
H -2.04168 -5.77093 -0.24877 0.060 0.021 0.400 0.00
H -2.09654 -3.36839 2.19137 -0.027 0.622 -0.310 0.00
H -1.79088 -2.09991 0.92283 -0.097 0.458 1.142 0.00
C 2.22535 -1.57854 2.81307 0.660 0.698 2.035 0.00
O 2.22460 -0.36316 2.83431 -0.142 0.859 -1.131 0.00
N 3.27399 -2.38850 2.80084 1.732 -1.031 -0.697 0.00
N 1.17543 -2.31934 3.14238 -4.209 -0.248 0.830 0.00
H 3.03695 -3.21284 3.33410 1.500 0.020 -0.138 0.00
H 4.19746 -2.00847 2.64954 0.112 -0.322 0.273 0.00
H 1.13547 -3.32443 3.23339 0.112 0.505 -0.186 0.00
H 0.32013 -1.82933 3.36252 0.167 -0.146 -0.141 0.00
C -4.02550 2.60275 -1.30580 -3.366 -2.678 -1.873 0.00
O -4.55813 1.78586 -2.08059 0.238 0.373 0.060 0.00
N -4.67663 3.57178 -0.73870 -2.415 3.271 0.763 0.00
N -2.86430 2.44380 -0.81190 5.716 -0.537 1.351 0.00
H -5.64670 3.70512 -0.98628 0.317 0.289 0.110 0.00
H -4.18885 4.17430 -0.09129 -0.647 0.010 -0.112 0.00
H -2.33623 3.18043 -0.36623 -0.149 -0.206 -0.011 0.00
H -2.43255 1.53389 -0.88762 0.417 -0.515 -0.030 0.00
C -3.85437 -2.03129 -3.16708 2.248 -0.555 0.317 0.00
O -2.67223 -1.97873 -2.79308 0.090 -0.723 -0.780 0.01
N -4.36137 -2.98400 -3.92906 0.073 -1.665 -0.999 0.00
N -4.67906 -1.12026 -2.80599 -1.916 2.545 1.230 0.00
H -3.67364 -3.62098 -4.30507 -0.594 -0.093 -0.257 0.00
H -5.27200 -2.81136 -4.33036 0.446 -0.552 -0.269 0.00
H -4.23808 -0.36367 -2.30279 -0.743 0.609 0.101 0.00
H -5.66388 -1.16396 -3.02584 0.341 0.440 0.259 0.00
C 0.23713 4.88732 -0.82685 -1.378 2.026 -3.922 0.00
O 0.48948 4.64005 0.26536 1.599 -1.848 7.133 0.00
N 0.39478 4.13376 -1.87080 1.328 -4.408 -4.231 0.00
N -0.32878 6.01544 -1.21977 -1.099 2.095 -0.215 0.00
H 0.17533 4.40403 -2.81890 -0.017 0.330 0.447 0.00
H 0.94143 3.28560 -1.91444 -0.048 0.019 0.844 0.00
H -0.47197 6.70614 -0.49690 -0.327 0.281 -0.795 0.00
H -0.52685 6.00074 -2.21005 -0.421 1.539 0.626 0.00
C -0.56098 2.89204 3.37032 -2.517 -3.763 -0.027 0.00
O -0.26588 3.95523 3.62814 3.405 8.880 1.210 0.00
N -1.67187 2.59056 2.72700 -2.876 -1.213 -2.232 0.00
N -0.02324 1.81423 3.86219 2.609 -4.316 2.108 0.00
H -2.03583 3.24054 2.04497 -0.073 -0.383 0.328 0.00
H -1.83388 1.59428 2.69122 -0.738 0.481 -0.947 0.00
H -0.59222 0.99180 4.00348 0.347 0.133 -0.180 0.00
H 0.78724 1.85519 4.46348 -0.192 0.312 -0.196 0.00
C -4.75085 -0.14619 1.39416 -1.343 1.722 2.611 0.00
O -5.79712 -0.33155 1.97325 -1.988 -0.938 0.232 0.00
N -4.16633 1.05327 1.50932 1.072 0.209 -0.277 0.00
N -4.04459 -1.05958 0.78921 -0.066 -1.001 -0.308 0.00
H -3.33608 1.06174 0.93425 -0.191 1.704 0.244 0.00
H -4.79101 1.77964 1.82910 0.724 0.249 -0.359 0.00
H -3.26157 -0.65562 0.29545 0.505 -1.398 -1.320 -0.01
H -4.67665 -1.84193 0.69686 1.125 -0.628 -0.944 0.00
C -1.06416 0.59747 -4.13509 -1.507 1.212 2.174 0.00
O -0.53912 -0.41360 -3.80483 2.127 -4.048 1.100 0.02
N -1.35455 0.95966 -5.32496 0.083 0.483 -5.585 0.00
N -1.58137 1.48994 -3.32528 -0.278 1.790 3.251 0.00
H -1.66610 1.91975 -5.36057 0.181 -0.522 -1.330 0.00
H -0.86662 0.46927 -6.06085 -0.249 0.565 -0.349 0.00
H -1.65098 1.26045 -2.34417 0.130 -0.020 -0.173 0.00
H -1.91142 2.37155 -3.69124 -0.204 -0.390 0.721 0.00
C 4.74570 -1.20560 -2.21695 5.180 -2.128 2.608 0.00
O 5.93248 -0.99430 -2.38425 0.930 -0.099 0.085 0.00
N 3.83350 -0.85518 -2.96784 -5.910 4.006 -7.006 0.00
N 4.19351 -1.98092 -1.29360 0.149 -2.117 4.145 0.00
H 2.87513 -1.09099 -2.75332 -0.176 -0.082 -0.377 0.00
H 4.09875 -0.67621 -3.92581 -0.300 0.561 0.244 0.00
H 4.75543 -2.64741 -0.78358 -0.156 0.431 0.171 0.00
H 3.22957 -1.79938 -1.05285 0.015 -0.646 -0.050 0.00
C 5.97518 -0.55042 2.01320 3.602 -1.389 1.104 0.00
O 6.99105 -1.12205 1.66903 0.944 -0.643 -0.542 0.00
N 5.71357 -0.17274 3.23135 0.177 0.987 4.830 0.00
N 4.93609 -0.32478 1.33406 -4.013 0.095 -5.175 0.00
H 6.39644 -0.31611 3.96159 -0.287 0.506 -0.157 0.00
H 4.90573 0.43036 3.29265 0.562 0.229 1.129 0.00
H 4.95329 -0.76568 0.42554 -0.679 0.603 -0.326 0.00
H 4.14265 0.11949 1.77357 -0.153 -0.058 -0.944 0.00
C 1.64132 -4.77680 0.06621 0.223 -1.682 -3.048 0.00
O 1.71897 -5.07870 -1.09858 -0.279 -0.693 -1.673 0.00
N 1.57102 -5.62442 1.05562 -0.241 -3.711 3.168 0.00
N 1.62536 -3.58863 0.54208 -0.138 3.859 1.076 0.00
H 1.58227 -5.20073 1.97239 -0.114 -1.086 -0.047 0.00
H 1.70317 -6.61748 0.92728 0.063 0.362 0.106 0.00
H 1.64842 -2.87206 -0.16932 0.191 0.921 0.252 0.00
H 2.06273 -3.61546 1.45207 0.088 1.726 -0.811 0.00
C 3.26221 3.30075 1.69397 3.116 -0.723 2.109 0.00
O 4.38245 2.84614 1.93236 -0.140 -0.726 -0.424 0.00
N 2.98332 4.56496 1.71315 0.061 6.101 -0.484 0.00
N 2.11371 2.70501 1.64693 -3.455 -3.961 -0.882 0.00
H 2.02576 4.85900 1.58384 0.420 0.180 0.156 0.00
H 3.64066 5.31472 1.87397 0.209 -0.649 -0.162 0.00
H 1.35352 3.27227 1.29991 -0.214 -0.702 0.109 0.00
H 1.97687 1.71421 1.78725 0.244 0.094 -0.120 0.00

***

Record 2
14
Properties=species:S:1:pos:R:3:forces:R:3:lowdin_charge:R:1 method="wB97M-V/def2-TZVPD" gap_ev=7.922 e_tot_ev=-7356.81790
C -1.48002 -1.09863 -0.64571 0.030 -0.078 -0.011 -0.06
C -0.75951 0.22455 -0.62832 -0.114 0.010 -0.034 -0.35
C -0.34194 0.93187 0.56337 -0.459 -0.047 0.011 -0.11
C 0.79742 0.39274 -0.44399 0.294 -0.041 -0.086 -0.25
C 1.53929 -0.51112 0.22830 0.307 -0.785 0.350 -0.13
O 2.17521 -1.25854 0.83815 -0.707 0.743 -0.698 0.23
H -1.12869 -1.75873 0.15667 -0.043 0.095 -0.168 0.08
H -2.54122 -0.88794 -0.46503 0.167 -0.100 -0.023 0.09
H -1.39783 -1.60753 -1.60897 0.011 -0.035 0.091 0.08
H -0.98489 0.86271 -1.48781 -0.035 -0.126 0.101 0.13
H -0.37859 0.24704 1.43138 -0.037 0.123 -0.101 0.06
H 1.21520 1.77274 1.45738 0.503 0.127 0.265 0.02
H 1.35812 1.12887 -1.01655 -0.009 -0.191 0.048 0.15
H 1.92744 1.56198 1.62112 0.092 0.306 0.256 0.06